# 1
110
Properties=species:S:1:pos:R:3:forces:R:3 method="wB97M-V/def2-TZVPD" e_tot_ha=-5594.50451 multiplicity=3 total_charge=-1 homo_lumo_gap_ev="6.43 / 6.50" e_lumo_ev="1.8 / 1.3"
Ti 1.66883 0.12849 0.80383 -0.227 1.016 -0.010
C -0.67779 0.72499 3.90496 -0.989 0.612 -0.190
Si -0.79253 0.33922 1.96991 1.080 -0.780 0.667
C -2.34806 1.19387 1.28179 -1.458 0.077 0.607
C -2.95738 2.11584 2.12878 -0.154 1.660 0.503
C -4.22901 2.70240 1.93545 1.024 -1.141 -0.910
C -4.96319 2.21278 0.87308 -0.126 0.214 -0.185
C -4.41991 1.30687 -0.03137 -0.336 -0.103 0.392
C -3.15225 0.78847 0.19552 0.845 -0.376 -1.021
P -2.32399 -0.36080 -0.98242 -0.073 -0.496 0.397
C -2.52942 0.36779 -2.65374 0.197 0.250 -0.006
C -1.73076 -0.25656 -3.61882 -0.638 0.139 0.232
C -1.84940 0.21497 -4.91519 2.092 -0.589 -1.135
C -2.52269 1.34652 -5.31824 -0.985 -0.621 2.283
C -3.31602 1.97711 -4.33093 0.113 0.675 -0.371
C -3.27038 1.51526 -3.01995 0.027 -0.656 0.266
C -3.46535 -1.84077 -1.01824 -1.185 -0.457 -0.969
C -4.72336 -1.93873 -0.40693 0.792 1.476 1.417
C -5.46036 -3.10149 -0.43943 -1.626 0.415 1.116
C -5.00197 -4.25049 -1.02369 -0.790 -1.054 -0.035
C -3.78085 -4.20583 -1.64089 -0.111 1.480 -0.531
C -3.12462 -2.99423 -1.75575 1.088 0.716 1.358
C -1.47103 -1.47585 2.02461 -0.622 -0.213 0.441
C -2.66000 -1.71633 2.72781 -0.624 2.222 0.902
C -3.38323 -2.87755 2.70319 -0.924 -0.796 0.181
C -2.86907 -3.92291 1.94203 0.052 -0.139 -0.239
C -1.62810 -3.78826 1.29355 -1.287 -0.402 1.254
C -0.94661 -2.59857 1.37910 1.367 0.925 -0.755
P 0.80078 -2.44297 0.70795 -0.598 0.025 1.993
C 1.70879 -2.94845 2.25929 -0.591 -0.717 0.333
C 1.21505 -2.95044 3.58712 -0.526 0.710 -0.576
C 2.05284 -3.17082 4.65909 0.858 -0.392 0.953
C 3.42423 -3.41499 4.39311 -0.435 -1.293 1.037
C 3.87154 -3.68725 3.11309 -0.696 1.083 -0.032
C 2.97354 -3.44896 2.07133 1.435 0.239 -0.128
C 0.90822 -3.92653 -0.28408 0.550 -0.609 -0.260
C 1.17575 -5.21535 0.20651 -1.198 0.485 0.104
C 0.88586 -6.29870 -0.60279 0.355 -0.437 -1.246
C 0.53073 -6.10934 -1.95745 0.026 1.482 1.632
C 0.35396 -4.79530 -2.44122 0.089 -2.105 -0.253
C 0.53958 -3.74302 -1.61069 0.357 2.188 0.647
H -1.65172 0.39834 4.38810 1.167 0.272 -0.356
H 0.17189 0.18917 4.34233 -0.227 -0.246 -0.157
H -0.50361 1.79089 4.20381 -0.210 -0.705 -0.535
H -2.36847 2.50815 2.94408 0.071 -0.030 0.282
H -4.62000 3.54504 2.48151 0.132 -0.141 0.560
H -5.96349 2.56837 0.73458 -0.454 0.228 -0.264
H -5.02222 1.00008 -0.89380 0.313 -0.060 0.407
H -0.99717 -1.04995 -3.37374 -0.666 0.501 -0.193
H -1.18433 -0.22658 -5.67824 -0.366 -0.025 0.476
H -2.34354 1.58704 -6.32613 -0.506 0.904 -1.059
H -3.96179 2.86110 -4.50707 0.655 -0.558 -0.196
H -3.81237 2.04354 -2.23534 0.062 -0.081 -0.418
H -5.04361 -1.13013 0.29668 0.078 -0.675 -0.950
H -6.43226 -3.08236 0.09996 0.716 -0.188 -0.472
H -5.61363 -5.16411 -1.00053 0.405 0.398 0.054
H -3.32205 -5.00546 -2.13260 0.358 -1.414 -0.546
H -2.15777 -3.00599 -2.20619 0.542 -0.010 -0.569
H -3.13151 -0.89162 3.33184 0.671 -0.606 -0.721
H -4.36883 -2.91885 3.26846 1.407 -0.202 -0.887
H -3.43026 -4.84237 1.82102 0.084 -0.056 0.093
H -1.20142 -4.67278 0.86833 0.147 -0.153 -0.528
H 0.17071 -2.72247 3.76693 -0.022 0.030 -0.040
H 1.68560 -3.22415 5.74341 0.468 0.338 -1.851
H 4.06777 -3.63711 5.24461 0.033 0.365 -0.156
H 4.90983 -3.87397 2.84942 -0.210 -0.234 0.348
H 3.41004 -3.56341 1.09583 -0.222 0.100 -0.580
H 1.38026 -5.35763 1.25937 0.258 -0.010 -0.051
H 0.98116 -7.33372 -0.25287 0.057 0.505 0.068
H 0.37153 -6.98569 -2.52489 -0.219 -0.568 -0.876
H 0.08004 -4.60931 -3.45185 -0.110 0.005 -0.751
H 0.46288 -2.67850 -1.96028 -0.107 -1.161 0.065
C 6.15870 6.01663 -1.83370 0.521 -0.648 -0.610
C 5.17881 5.47937 -0.87566 -0.469 -1.038 0.019
C 4.40629 4.36318 -1.21492 -0.236 0.775 0.772
C 3.49158 3.79969 -0.33806 0.318 -0.524 -0.991
C 3.31196 4.31028 0.92161 0.786 1.043 1.142
C 4.08238 5.42119 1.27814 0.594 0.394 0.054
C 5.03932 5.97586 0.38014 -1.149 0.225 1.741
S 2.22225 3.43213 2.07360 0.848 -0.236 -1.641
O 0.91245 3.63511 1.51503 -1.650 0.092 -0.129
O 2.47666 3.95928 3.37913 0.176 -0.007 0.470
N 2.58630 1.90351 1.83683 0.304 0.450 -0.314
C 3.98083 1.66500 2.20464 -0.166 -0.476 0.844
C 4.25624 0.19414 2.14419 0.549 -1.739 0.771
O 5.27159 -0.34199 2.56622 -1.386 0.807 -0.633
O 3.26763 -0.47469 1.52248 0.711 -0.006 0.344
H 5.70217 6.12933 -2.80265 -0.118 0.189 -0.482
H 6.99301 5.32655 -1.96375 0.024 -0.165 -0.030
H 6.59592 6.93816 -1.53358 0.162 0.918 0.327
H 4.56545 4.01378 -2.19325 -0.146 -0.915 -1.092
H 2.96051 2.89749 -0.60348 -0.044 -0.118 -0.255
H 4.00384 5.88069 2.26697 -0.117 -0.374 -0.233
H 5.65048 6.82435 0.68445 -0.197 -0.118 0.135
H 4.15075 2.08467 3.20832 0.454 -0.358 -0.296
H 4.77025 1.98511 1.52290 -0.185 0.958 -0.321
I 4.14328 -1.67326 -2.26650 -0.251 -0.013 0.013
I 1.76060 -1.38063 -4.46408 0.194 -0.201 -0.243
S 1.43927 0.75065 -1.62563 -0.054 -0.313 0.445
C 0.55122 2.14843 -1.98780 0.124 1.074 0.332
N 0.10562 3.05337 -1.07829 0.265 -0.905 2.235
C -0.54562 4.20334 -1.35106 0.090 0.515 2.733
C -0.82928 4.51838 -2.61058 -0.132 -0.266 -1.768
C -0.35090 3.67645 -3.64008 0.565 -0.839 0.370
C 0.36260 2.53683 -3.32607 -0.413 -0.357 -1.125
H 0.26055 2.86323 -0.03319 0.076 0.407 -1.553
H -0.76737 4.86497 -0.44229 0.204 -1.271 -1.485
H -1.46170 5.33411 -2.82822 -0.303 0.966 -0.227
H -0.49549 3.88152 -4.69184 -0.221 0.235 0.065
H 0.71784 1.83409 -4.10598 -0.180 0.604 0.557

---

# 2
107
Properties=species:S:1:pos:R:3:forces:R:3 method="wB97M-V/def2-TZVPD" e_tot_ha=-7046.26294 multiplicity=2 total_charge=+2 homo_lumo_gap_ev="7.17 / 5.83" e_lumo_ev="-5.1 / -6.4"
Cu 0.37977 0.05739 -0.21054 0.017 0.093 -0.146
C 1.06713 3.11052 -0.42439 -0.024 0.064 0.017
C -0.41281 2.88002 -0.39720 0.025 -0.101 -0.011
C -1.32428 3.89362 -0.64122 -0.051 0.050 0.052
C -2.67307 3.67309 -0.41073 0.035 0.001 -0.004
C -3.06742 2.46332 0.13788 0.017 -0.020 0.007
C -2.11844 1.46972 0.32071 -0.064 -0.143 0.073
N -0.83747 1.65948 -0.01637 0.086 0.163 0.043
Sb -2.60853 -0.26509 1.51707 0.014 0.071 -0.058
C -0.69682 -0.22543 2.52473 -0.040 -0.019 0.035
C -0.77269 -0.46824 3.88348 0.034 0.002 0.003
C 0.36597 -0.32497 4.66922 -0.013 0.005 -0.009
C 1.51593 0.12481 4.06581 -0.001 -0.010 0.004
C 1.54202 0.36040 2.69102 0.017 0.027 -0.023
C 2.80210 0.92998 2.10773 -0.007 -0.071 -0.033
N 0.46390 0.12728 1.92355 -0.020 0.063 0.052
C -2.07685 -1.85572 0.18196 0.000 0.029 -0.019
C -3.06775 -2.80100 -0.01632 0.000 0.011 0.004
C -2.78743 -3.92256 -0.78510 0.010 0.008 -0.007
C -1.51548 -4.05153 -1.29413 -0.013 -0.023 0.021
C -0.55428 -3.06820 -1.05271 0.030 0.010 -0.011
C 0.82531 -3.29655 -1.59692 -0.014 0.017 -0.003
N -0.83477 -1.96062 -0.33801 -0.064 -0.155 -0.023
H 1.30353 4.11157 -0.77830 0.011 -0.014 -0.038
H 1.44639 3.01491 0.59445 0.002 0.044 -0.002
H 1.59382 2.39584 -1.05746 -0.017 -0.040 0.015
H -0.96953 4.86000 -0.97352 0.001 -0.003 0.000
H -3.39755 4.45323 -0.60398 0.002 0.002 0.000
H -4.09757 2.28988 0.41923 -0.004 0.005 -0.004
H -1.71652 -0.74774 4.33334 0.001 -0.002 0.003
H 0.33397 -0.51888 5.73319 0.003 -0.003 -0.002
H 2.41079 0.31717 4.64249 -0.003 -0.006 0.004
H 3.14794 1.74821 2.73945 0.000 0.004 -0.005
H 3.59349 0.17826 2.09165 0.013 -0.002 -0.004
H 2.66039 1.30602 1.10085 -0.021 -0.003 -0.006
H -4.04562 -2.66601 0.42799 -0.001 -0.007 -0.001
H -3.54135 -4.67684 -0.96791 0.003 -0.001 -0.002
H -1.24053 -4.91610 -1.88310 0.000 0.002 0.001
H 0.77615 -3.91642 -2.49060 0.001 0.008 -0.011
H 1.32757 -2.36576 -1.83981 -0.018 -0.014 0.002
H 1.43266 -3.82665 -0.86168 -0.017 -0.016 -0.009
S 4.73650 -0.89265 -1.02331 -0.014 0.004 -0.002
C 3.18000 -0.21492 -1.14567 0.000 0.002 0.006
N 2.25604 -0.73383 -0.38893 0.083 -0.046 0.082
C 2.78160 -1.76752 0.39257 0.028 0.028 0.038
C 2.09003 -2.54218 1.32879 -0.018 0.013 0.019
C 2.78294 -3.51495 2.01408 -0.008 -0.002 -0.009
C 4.14987 -3.73655 1.78493 -0.002 0.013 -0.012
C 4.84274 -2.98599 0.86125 0.004 -0.020 0.018
C 4.14078 -1.99784 0.17017 0.012 0.021 -0.013
H 2.99137 0.60592 -1.82401 0.003 -0.005 -0.004
H 1.03276 -2.38778 1.49597 0.013 0.002 -0.001
H 2.26348 -4.12554 2.74055 0.004 0.001 0.001
H 4.66525 -4.50877 2.33922 -0.001 0.000 -0.001
H 5.89546 -3.15388 0.67922 -0.004 -0.004 0.003
C -0.14252 -1.14683 -3.81176 -0.013 0.052 -0.001
C -0.85010 -1.00619 -5.16327 0.051 -0.028 0.031
As -0.11000 0.23143 -6.52566 -0.016 0.050 0.013
C 1.50020 -0.75088 -7.02727 0.005 -0.031 0.006
C 1.77257 -2.06943 -6.67095 0.030 0.023 -0.005
C 2.96758 -2.67249 -7.04627 -0.009 -0.002 0.002
C 3.89889 -1.96584 -7.79350 -0.004 -0.002 -0.001
C 3.63116 -0.65551 -8.16641 0.003 0.002 -0.003
C 2.44372 -0.05218 -7.77786 -0.003 -0.005 0.008
C -1.33448 -0.34974 -7.92320 0.003 -0.004 0.012
C -2.43607 0.46127 -8.18097 -0.002 -0.009 -0.007
C -3.37455 0.08849 -9.13346 0.001 -0.009 -0.008
C -3.20846 -1.09279 -9.84184 -0.007 0.015 0.000
C -2.10573 -1.89951 -9.59689 0.023 -0.013 0.013
C -1.17086 -1.53162 -8.63921 -0.019 0.010 -0.015
P -0.01105 0.37166 -2.76753 -0.068 -0.053 -0.141
C -1.65819 1.08628 -3.08358 0.019 -0.053 0.054
C -1.93754 2.11481 -3.97971 -0.029 -0.002 0.008
C -3.25520 2.44710 -4.26842 0.009 0.012 0.000
C -4.30300 1.74379 -3.69287 0.007 -0.006 0.013
C -4.03232 0.69919 -2.81930 -0.004 0.001 -0.009
C -2.71945 0.38045 -2.51322 -0.021 0.012 -0.028
C 1.23444 1.39972 -3.60512 -0.003 0.059 0.044
C 1.16985 2.79561 -3.58236 0.017 -0.035 -0.006
C 2.15045 3.55776 -4.19537 0.005 -0.002 -0.004
C 3.22385 2.94002 -4.82419 0.001 0.019 0.007
C 3.31248 1.55677 -4.83313 -0.001 -0.024 0.010
C 2.32617 0.79124 -4.22779 0.011 -0.008 -0.022
H 0.85542 -1.56936 -3.93343 0.020 -0.023 0.023
H -0.70808 -1.85426 -3.20181 0.013 -0.007 0.008
H -1.87747 -0.67016 -5.01668 -0.018 0.000 -0.009
H -0.91692 -1.99815 -5.61541 -0.014 0.000 0.004
H 1.04715 -2.65254 -6.11632 -0.011 -0.004 0.023
H 3.16281 -3.70124 -6.77048 0.000 0.005 0.000
H 4.82409 -2.43863 -8.09546 -0.001 0.002 0.002
H 4.34705 -0.10428 -8.76236 -0.001 0.000 -0.002
H 2.24809 0.97599 -8.06337 0.002 0.001 -0.001
H -2.55757 1.39613 -7.64402 -0.001 0.002 0.001
H -4.22666 0.72540 -9.33214 0.000 -0.002 0.000
H -3.93249 -1.38021 -10.59265 0.000 0.001 0.002
H -1.96873 -2.81501 -10.15769 -0.004 0.004 -0.002
H -0.30608 -2.16154 -8.46566 -0.014 0.005 -0.008
H -1.14376 2.63603 -4.49288 0.028 -0.001 -0.019
H -3.45967 3.24679 -4.96845 0.001 -0.003 0.002
H -5.32597 1.99723 -3.93738 0.001 -0.001 -0.002
H -4.84310 0.12833 -2.38428 -0.002 0.002 -0.003
H -2.51849 -0.44984 -1.84555 0.009 -0.004 -0.022
H 0.34323 3.29496 -3.09471 -0.019 0.004 0.000
H 2.07424 4.63723 -4.18833 0.002 -0.001 -0.001
H 3.98532 3.53701 -5.30803 -0.002 -0.001 0.001
H 4.13551 1.06253 -5.33262 -0.004 0.006 0.001
H 2.41203 -0.28710 -4.27918 -0.001 0.015 0.005

---

How do the records compare in M? In the order shown, they have 1205.8, 1039.2 u.